1.
{"formula": "C4H44NO16", "method": "wB97M-V/def2-TZVPD", "species": ["C", "C", "N", "C", "C", "H", "H", "H", "H", "H", "H", "H", "H", "H", "H", "H", "H", "H", "H", "O", "H", "H", "O", "H", "H", "O", "H", "H", "O", "H", "H", "O", "H", "H", "O", "H", "H", "O", "H", "H", "O", "H", "H", "O", "H", "H", "O", "H", "H", "O", "H", "H", "O", "H", "H", "O", "H", "H", "O", "H", "H", "O", "H", "H", "O"], "coordinates": [[-0.211, -0.464, -2.014], [-0.036, 0.471, -0.856], [-0.602, -0.316, 0.454], [-2.012, -0.816, 0.169], [1.503, 0.753, -0.592], [0.357, -1.470, -1.939], [0.058, -0.022, -3.040], [-1.136, -0.907, -2.184], [-0.792, 1.401, -1.045], [0.019, -1.097, 0.526], [-0.475, 0.216, 1.276], [-1.793, -1.830, -0.420], [-2.450, -0.989, 1.154], [-2.446, 0.014, -0.333], [1.947, 0.218, 0.210], [1.566, 1.752, -0.137], [2.283, 0.908, -1.353], [-1.914, -1.102, 2.935], [-2.193, 0.346, 3.456], [-1.553, -0.219, 2.937], [1.663, -0.728, 4.939], [0.327, -0.865, 4.324], [0.940, -1.279, 4.885], [-2.581, -3.381, -1.029], [-2.009, -3.594, -2.381], [-2.482, -3.019, -1.818], [-0.663, 2.980, -2.342], [-1.814, 3.906, -2.968], [-1.654, 3.086, -2.373], [4.024, -1.446, -0.745], [4.823, -1.312, -2.068], [3.994, -1.642, -1.722], [-2.626, 3.629, -0.781], [-3.693, 4.217, 0.109], [-3.581, 3.483, -0.493], [-1.061, -3.339, 3.988], [-0.038, -3.550, 2.789], [-0.884, -3.136, 3.057], [-2.448, 3.631, 1.886], [-3.271, 2.563, 2.608], [-2.448, 3.123, 2.668], [3.072, -1.122, -3.031], [2.763, -0.753, -4.383], [2.552, -0.467, -3.479], [2.267, 3.330, 1.360], [3.631, 2.783, 1.886], [2.877, 2.651, 1.323], [2.477, 2.841, -3.283], [1.490, 1.768, -3.067], [1.541, 2.694, -3.277], [-4.403, 1.018, 1.204], [-4.016, 1.983, 0.042], [-3.707, 1.410, 0.798], [-0.475, 2.283, 2.680], [-0.410, 3.258, 1.567], [-0.072, 2.414, 1.773], [3.442, -2.883, 0.796], [4.848, -2.474, 1.446], [3.957, -2.189, 1.219], [1.216, -2.656, -0.709], [-0.145, -2.886, -0.080], [0.712, -2.709, 0.142], [1.682, -4.075, -3.099], [0.612, -3.281, -3.914], [0.686, -3.792, -3.175]], "nbo_charge": [-0.669, -0.020, -0.550, -0.416, -0.700, 0.200, 0.251, 0.235, 0.239, 0.434, 0.460, 0.207, 0.218, 0.249, 0.234, 0.262, 0.247, 0.495, 0.494, -0.974, 0.465, 0.474, -0.940, 0.459, 0.488, -0.921, 0.500, 0.501, -0.983, 0.515, 0.486, -0.986, 0.507, 0.470, -0.957, 0.493, 0.497, -0.986, 0.460, 0.496, -0.960, 0.486, 0.464, -0.972, 0.477, 0.482, -0.955, 0.479, 0.477, -0.952, 0.459, 0.515, -0.995, 0.501, 0.462, -0.958, 0.485, 0.492, -0.963, 0.499, 0.471, -0.935, 0.487, 0.472, -0.955], "gap_ev": 11.1, "lumo_energy_ev": -2.29, "charge": 1, "fmax_ha_per_bohr": 0.11951, "relative_energy_kcal_mol": 149.9, "spin_multiplicity": 1}

***

2.
{"formula": "C68H97F6HfN8O22S2", "method": "wB97M-V/def2-TZVPD", "species": ["Hf", "C", "C", "C", "C", "C", "C", "N", "O", "C", "C", "C", "H", "H", "H", "H", "H", "H", "H", "H", "H", "H", "H", "H", "H", "H", "H", "H", "H", "H", "C", "C", "C", "C", "C", "C", "N", "O", "C", "C", "C", "H", "H", "H", "H", "H", "H", "H", "H", "H", "H", "H", "H", "H", "H", "H", "H", "H", "H", "C", "F", "F", "F", "S", "O", "O", "N", "S", "O", "O", "C", "F", "F", "F", "C", "C", "C", "C", "C", "C", "N", "O", "O", "H", "H", "H", "H", "H", "C", "C", "C", "C", "C", "C", "N", "O", "O", "H", "H", "H", "H", "H", "C", "C", "C", "C", "C", "C", "N", "O", "O", "H", "H", "H", "H", "H", "C", "C", "C", "C", "C", "C", "N", "O", "O", "H", "H", "H", "H", "H", "C", "C", "C", "C", "C", "C", "N", "O", "O", "H", "H", "H", "H", "H", "C", "C", "O", "C", "H", "H", "H", "H", "H", "H", "C", "C", "O", "C", "H", "H", "H", "H", "H", "H", "C", "C", "O", "C", "H", "H", "H", "H", "H", "H", "C", "C", "O", "C", "H", "H", "H", "H", "H", "H", "C", "C", "O", "C", "H", "H", "H", "H", "H", "H", "C", "C", "O", "C", "H", "H", "H", "H", "H", "H"], "coordinates": [[1.849, 3.832, -0.887], [0.643, 2.799, -4.831], [-0.660, 3.582, -4.811], [-1.696, 2.535, -5.298], [-3.127, 3.126, -5.207], [-3.485, 3.500, -3.796], [-2.444, 4.491, -3.154], [-1.023, 3.947, -3.400], [0.033, 4.419, -2.495], [-2.770, 4.492, -1.664], [-2.602, 5.924, -3.808], [-0.477, 4.739, -5.854], [0.826, 2.135, -3.986], [1.529, 3.432, -4.785], [0.766, 2.180, -5.720], [-1.524, 1.586, -4.790], [-1.504, 2.196, -6.315], [-3.839, 2.388, -5.576], [-3.334, 3.972, -5.864], [-3.557, 2.608, -3.173], [-4.459, 3.975, -3.678], [-2.367, 3.630, -1.133], [-3.839, 4.478, -1.453], [-2.347, 5.371, -1.177], [-3.288, 6.397, -3.105], [-3.095, 5.972, -4.779], [-1.718, 6.550, -3.921], [0.248, 5.482, -5.522], [-1.370, 5.356, -5.960], [-0.197, 4.426, -6.860], [1.747, 0.038, 2.053], [1.068, -0.602, 0.781], [0.091, -1.659, 1.412], [-0.889, -2.227, 0.392], [-1.614, -1.064, -0.337], [-0.681, -0.093, -1.035], [0.379, 0.391, -0.066], [1.259, 1.401, -0.604], [-1.588, 1.122, -1.382], [-0.206, -0.670, -2.416], [2.158, -1.414, 0.017], [2.574, 0.696, 1.787], [2.140, -0.741, 2.705], [0.990, 0.548, 2.649], [-0.553, -1.213, 2.170], [0.656, -2.503, 1.808], [-1.660, -2.813, 0.892], [-0.400, -2.774, -0.414], [-2.289, -0.623, 0.396], [-2.218, -1.593, -1.075], [-2.522, 0.769, -1.820], [-1.086, 1.743, -2.124], [-1.920, 1.720, -0.533], [-1.079, -0.784, -3.059], [0.279, -1.632, -2.254], [0.466, 0.060, -2.866], [2.521, -2.208, 0.670], [3.004, -0.760, -0.194], [1.810, -1.738, -0.963], [5.374, 1.782, 0.499], [6.710, 1.780, 0.297], [4.660, 1.196, -0.451], [5.254, 1.097, 1.627], [4.743, 3.625, 0.644], [5.572, 4.475, 1.457], [4.422, 4.041, -0.720], [3.007, 3.557, 0.982], [2.979, 3.462, 2.627], [1.655, 3.039, 3.152], [4.111, 2.819, 3.278], [2.991, 5.355, 3.250], [3.965, 6.109, 2.749], [1.792, 5.825, 2.960], [3.187, 5.386, 4.556], [-6.311, -3.600, 0.547], [-4.984, -3.157, 0.709], [-4.696, -2.081, 1.587], [-5.675, -1.422, 2.209], [-6.982, -1.902, 1.980], [-7.337, -2.981, 1.192], [-5.366, -0.299, 3.088], [-6.224, 0.514, 3.414], [-4.179, -0.036, 3.286], [-6.453, -4.356, -0.210], [-4.182, -3.628, 0.159], [-3.668, -1.810, 1.781], [-7.812, -1.348, 2.394], [-8.330, -3.337, 0.961], [-7.536, 0.702, -3.120], [-7.786, -0.598, -2.710], [-6.700, -1.487, -2.612], [-5.413, -1.124, -3.012], [-5.197, 0.136, -3.480], [-6.243, 1.046, -3.538], [-4.270, -2.101, -3.025], [-3.320, -1.780, -3.725], [-4.369, -3.212, -2.507], [-8.306, 1.449, -2.990], [-8.790, -0.945, -2.520], [-6.937, -2.450, -2.185], [-4.253, 0.491, -3.867], [-6.231, 2.008, -4.029], [-0.937, -1.966, 5.247], [0.362, -2.335, 4.744], [1.134, -3.285, 5.400], [0.575, -3.882, 6.548], [-0.724, -3.576, 6.999], [-1.443, -2.561, 6.396], [1.348, -4.811, 7.449], [0.869, -5.293, 8.464], [2.539, -5.007, 7.138], [-1.445, -1.203, 4.676], [0.842, -1.844, 3.910], [2.133, -3.463, 5.031], [-1.146, -4.077, 7.858], [-2.441, -2.316, 6.729], [0.070, 1.646, 5.868], [-0.517, 2.876, 5.858], [-1.281, 3.334, 6.931], [-1.421, 2.557, 8.071], [-0.851, 1.281, 8.086], [-0.059, 0.872, 6.989], [-2.106, 3.101, 9.244], [-2.530, 2.318, 10.116], [-2.385, 4.274, 9.297], [0.589, 1.310, 4.983], [-0.438, 3.461, 4.953], [-1.635, 4.354, 6.959], [-0.871, 0.711, 9.003], [0.303, -0.143, 7.065], [-0.357, -7.158, -1.962], [0.724, -8.049, -2.122], [2.006, -7.675, -1.670], [2.137, -6.438, -0.980], [1.012, -5.597, -0.836], [-0.252, -5.945, -1.350], [3.422, -6.049, -0.428], [4.275, -6.905, -0.376], [3.572, -4.979, 0.147], [-1.341, -7.436, -2.311], [0.527, -8.985, -2.624], [2.892, -8.253, -1.889], [1.044, -4.678, -0.269], [-1.082, -5.269, -1.208], [-1.722, 5.309, 1.519], [-0.951, 3.946, 1.457], [0.032, 3.839, 0.667], [-1.447, 2.748, 2.254], [-1.181, 6.048, 0.928], [-1.764, 5.547, 2.582], [-2.755, 5.228, 1.179], [-2.357, 2.437, 1.742], [-1.741, 2.800, 3.302], [-0.688, 1.971, 2.162], [5.446, 1.775, 5.795], [4.126, 1.298, 6.436], [3.482, 1.984, 7.250], [3.622, -0.022, 5.908], [5.244, 2.844, 5.728], [5.604, 1.311, 4.822], [6.282, 1.591, 6.471], [2.722, -0.331, 6.439], [4.362, -0.778, 6.171], [3.472, 0.032, 4.829], [2.040, -5.397, -4.581], [3.102, -4.673, -3.740], [4.237, -5.073, -3.730], [2.751, -3.399, -3.023], [2.226, -6.471, -4.577], [1.904, -4.892, -5.537], [1.053, -5.232, -4.149], [2.703, -2.490, -3.623], [3.592, -3.175, -2.368], [1.842, -3.569, -2.446], [3.080, 0.421, -3.514], [3.637, 1.866, -3.297], [2.985, 2.584, -2.563], [4.709, 2.369, -4.211], [2.325, 0.441, -4.300], [2.748, 0.036, -2.549], [3.854, -0.264, -3.860], [4.889, 1.688, -5.043], [5.550, 2.585, -3.553], [4.322, 3.329, -4.554], [-1.610, -0.883, -8.229], [-0.633, -0.475, -7.163], [0.056, 0.476, -7.423], [-0.451, -1.365, -5.972], [-1.368, -0.433, -9.192], [-2.629, -0.602, -7.964], [-1.560, -1.964, -8.358], [0.139, -2.228, -6.280], [-1.493, -1.576, -5.733], [0.035, -0.755, -5.210], [5.091, -2.534, 1.444], [6.158, -1.855, 2.295], [6.039, -1.646, 3.526], [7.437, -1.596, 1.557], [4.183, -2.685, 2.026], [5.455, -3.520, 1.156], [4.941, -2.070, 0.470], [7.670, -2.426, 0.890], [8.169, -1.504, 2.359], [7.443, -0.676, 0.971]], "lowdin_charge": [2.020, -0.064, -0.457, -0.114, -0.166, -0.154, -0.419, -0.083, -0.342, -0.051, -0.018, -0.014, 0.051, 0.072, 0.079, 0.110, 0.107, 0.101, 0.110, 0.090, 0.120, 0.051, 0.097, 0.068, 0.075, 0.070, 0.083, 0.082, 0.054, 0.093, -0.018, -0.434, -0.134, -0.161, -0.141, -0.439, -0.072, -0.287, -0.031, -0.010, -0.019, 0.050, 0.070, 0.059, 0.109, 0.113, 0.104, 0.089, 0.110, 0.107, 0.076, 0.063, 0.061, 0.061, 0.061, 0.050, 0.064, 0.057, 0.047, -0.588, 0.155, 0.161, 0.158, 0.758, -0.203, -0.411, -0.424, 0.665, -0.301, -0.276, -0.634, 0.144, 0.145, 0.178, -0.086, -0.034, -0.019, -0.156, 0.010, -0.067, -0.321, 0.089, 0.038, 0.111, 0.091, 0.097, 0.118, 0.118, -0.057, -0.050, 0.007, -0.128, -0.028, -0.054, -0.312, 0.045, 0.067, 0.112, 0.112, 0.107, 0.101, 0.104, -0.061, -0.064, 0.001, -0.107, -0.001, -0.073, -0.327, 0.075, 0.051, 0.094, 0.056, 0.118, 0.119, 0.113, -0.082, -0.079, 0.008, -0.141, 0.032, -0.059, -0.336, 0.059, 0.085, 0.094, 0.082, 0.117, 0.120, 0.093, -0.084, -0.040, 0.023, -0.137, -0.009, -0.071, -0.342, 0.102, 0.054, 0.109, 0.108, 0.121, 0.095, 0.104, 0.018, -0.330, -0.141, 0.020, 0.085, 0.093, 0.088, 0.098, 0.086, 0.069, -0.020, -0.449, 0.037, -0.021, 0.073, 0.060, 0.091, 0.064, 0.094, 0.072, -0.006, -0.491, 0.082, -0.026, 0.083, 0.082, 0.063, 0.071, 0.084, 0.056, 0.017, -0.405, -0.110, 0.036, 0.087, 0.063, 0.086, 0.103, 0.107, 0.103, -0.018, -0.520, 0.056, 0.001, 0.089, 0.088, 0.085, 0.098, 0.078, 0.060, -0.035, -0.459, 0.033, -0.021, 0.074, 0.082, 0.073, 0.091, 0.092, 0.067], "gap_ev": 5.1, "lumo_energy_ev": -4.81, "charge": 1, "fmax_ha_per_bohr": 0.13369, "spin_multiplicity": 1}

***

3.
{"formula": "C6H14N2O2", "method": "wB97M-V/def2-TZVPD", "species": ["C", "C", "C", "O", "N", "H", "H", "H", "H", "H", "H", "H", "C", "C", "C", "O", "N", "H", "H", "H", "H", "H", "H", "H"], "coordinates": [[2.830, 1.504, 0.350], [0.419, -0.923, 1.966], [1.978, 0.264, 0.498], [2.023, -0.646, -0.299], [1.049, 0.321, 1.532], [2.728, 2.213, 1.161], [1.444, 0.882, 2.272], [-0.610, -0.668, 2.230], [3.877, 1.220, 0.241], [2.580, 1.965, -0.588], [0.569, -1.627, 1.161], [0.842, -1.386, 2.853], [-1.925, -2.021, -0.542], [-1.276, 1.533, -1.606], [-1.715, 0.096, -1.741], [-2.241, -0.354, -2.738], [-1.807, -0.591, -0.538], [-1.275, -0.181, 0.216], [-2.781, -2.260, -1.167], [-0.999, 1.826, -0.603], [-1.058, -2.607, -0.864], [-2.166, -2.384, 0.454], [-0.383, 1.737, -2.196], [-2.101, 2.085, -2.053]], "nbo_charge": [-0.715, -0.444, 0.680, -0.603, -0.631, 0.209, 0.380, 0.196, 0.243, 0.246, 0.243, 0.200, -0.423, -0.715, 0.681, -0.612, -0.622, 0.381, 0.225, 0.212, 0.194, 0.195, 0.236, 0.246], "smiles": "CNC(C)=O.CNC(C)=O", "gap_ev": 10.0, "lumo_energy_ev": 0.59, "fmax_ha_per_bohr": 0.03820, "relative_energy_kcal_mol": 20.5, "spin_multiplicity": 1}

***

4.
{"formula": "C4H11NO", "method": "wB97M-V/def2-TZVPD", "species": ["C", "C", "H", "H", "H", "H", "H", "H", "C", "C", "O", "N", "H", "H", "H", "H", "H"], "coordinates": [[1.238, 2.018, 0.642], [2.436, 0.977, 0.435], [1.300, 2.841, 0.043], [0.207, 1.713, 0.507], [1.357, 2.444, 1.666], [2.244, 0.180, -0.250], [2.370, 0.500, 1.333], [3.394, 1.407, 0.246], [-2.455, -0.999, -1.107], [-1.728, -1.560, 0.049], [-2.201, -1.932, 1.130], [-0.415, -1.796, -0.135], [-3.016, -1.727, -1.759], [-1.758, -0.372, -1.723], [0.102, -2.017, 0.631], [0.082, -1.514, -1.022], [-3.155, -0.164, -0.684]], "nbo_charge": [-0.606, -0.605, 0.197, 0.208, 0.200, 0.192, 0.203, 0.210, -0.724, 0.647, -0.621, -0.803, 0.255, 0.215, 0.396, 0.387, 0.249], "smiles": "CC(N)=O.CC", "gap_ev": 10.5, "lumo_energy_ev": 0.73, "fmax_ha_per_bohr": 0.09806, "relative_energy_kcal_mol": 26.0, "spin_multiplicity": 1}

***

5.
{"formula": "C4H14N4O4Tl", "method": "wB97M-V/def2-TZVPD", "species": ["Tl", "C", "C", "O", "O", "H", "H", "H", "H", "H", "H", "C", "O", "N", "N", "H", "H", "H", "H", "C", "O", "N", "N", "H", "H", "H", "H"], "coordinates": [[-1.671, 0.510, -1.085], [-4.858, 0.105, 4.644], [-5.933, 0.864, 3.847], [-5.275, 1.661, 2.859], [-3.575, -0.198, 4.121], [-5.316, -0.788, 5.070], [-4.719, 0.652, 5.577], [-6.435, 1.556, 4.524], [-6.736, 0.366, 3.304], [-5.896, 2.355, 2.627], [-2.932, -0.374, 4.812], [4.671, -1.038, 2.971], [3.790, -0.768, 2.207], [5.870, -0.659, 2.753], [4.563, -1.690, 3.996], [6.084, 0.110, 2.135], [6.573, -1.003, 3.391], [5.409, -1.894, 4.510], [3.717, -2.107, 4.357], [1.241, 0.425, -7.897], [0.362, 0.632, -7.165], [1.654, 1.219, -8.869], [1.887, -0.664, -7.983], [2.534, 1.114, -9.354], [0.940, 1.880, -9.138], [2.194, -0.866, -8.924], [1.859, -1.397, -7.289]], "nbo_charge": [0.999, -0.103, -0.110, -0.578, -0.562, 0.254, 0.256, 0.255, 0.266, 0.497, 0.509, 0.696, -0.414, -0.632, -0.682, 0.442, 0.411, 0.411, 0.439, 0.713, -0.356, -0.712, -0.702, 0.431, 0.428, 0.419, 0.426], "gap_ev": 1.2, "lumo_energy_ev": -15.54, "charge": 3, "fmax_ha_per_bohr": 0.19370, "relative_energy_kcal_mol": 13.5, "spin_multiplicity": 1}

***

6.
{"formula": "C7H7N2O2", "method": "wB97M-V/def2-TZVPD", "species": ["C", "C", "C", "C", "C", "C", "C", "N", "N", "O", "O", "H", "H", "H", "H", "H", "H", "H"], "coordinates": [[-0.255, 1.858, 0.072], [1.005, 1.464, 0.051], [-1.584, -0.179, -0.139], [0.608, -0.903, -0.040], [-1.571, 1.193, -0.092], [-2.330, -1.350, -0.031], [2.910, -0.127, 0.070], [-3.639, -1.484, 0.176], [1.452, 0.160, -0.064], [0.916, -2.061, -0.019], [-2.623, 1.897, -0.147], [-0.539, 2.915, 0.226], [1.836, 2.167, 0.151], [-1.749, -2.244, -0.354], [3.575, 0.713, -0.481], [3.106, -0.517, 1.125], [2.923, -1.167, -0.439], [-4.043, -2.337, -0.067]], "nbo_charge": [-0.307, 0.011, -0.155, 0.655, 0.333, 0.021, -0.468, -0.763, -0.512, -0.666, -0.684, 0.218, 0.185, 0.158, 0.212, 0.209, 0.238, 0.314], "gap_ev": 6.6, "lumo_energy_ev": 3.28, "charge": -1, "fmax_ha_per_bohr": 0.09193, "relative_energy_kcal_mol": 109.5, "spin_multiplicity": 1}

***

| no. | HOMO (eV) | energy (hartree) |
| --- | --- | --- |
| 1 | -13.4151 | -1437.0492 |
| 2 | -9.8672 | -6185.2240 |
| 3 | -9.4047 | -497.0249 |
| 4 | -9.7820 | -288.9755 |
| 5 | -16.7206 | -851.9822 |
| 6 | -3.3430 | -530.8242 |